[1]
This record from the OMol25 dataset describes an isolated ion of composition C6H10FN2 and charge +1 at a distorted geometry. The level of theory is ωB97M-V/def2-TZVPD.

```
19
Properties=species:S:1:pos:R:3:forces:R:3
C 0.25800 -0.99335 -1.65039 0.38 -0.15 -1.77
C -0.37686 -1.68421 -0.81038 -0.44 0.08 5.16
C 0.21038 1.15733 -0.56767 0.44 -0.04 -2.03
C 1.02260 0.26022 -1.42411 1.86 0.88 0.64
C 0.33603 -0.37921 1.30123 -2.68 -1.38 -0.56
C -0.52151 -0.82158 2.39066 -2.50 0.08 -2.57
N -0.10483 0.70272 0.62931 0.63 2.06 -1.35
N -0.31387 2.29520 -1.09085 1.29 -3.15 2.10
F -1.01993 -2.76616 -0.55558 -0.08 -0.30 -0.94
H 0.26822 -1.44200 -2.58685 0.27 -0.31 -2.30
H 1.92684 -0.00338 -0.80241 -0.57 0.28 -0.78
H 1.41624 0.75900 -2.35717 -0.74 -0.63 1.02
H 1.23405 -0.81022 1.22173 3.56 -0.79 -0.92
H -1.49158 -1.04496 1.86592 0.23 0.61 0.90
H -0.63549 -0.04469 3.07867 -0.41 0.95 1.64
H -0.33919 -1.76150 2.77850 1.21 -1.57 1.17
H -0.87437 1.16736 1.02734 -1.21 0.67 0.98
H -0.36073 2.52115 -2.03034 0.22 0.30 -1.90
H -0.63400 2.88829 -0.41761 -1.45 2.41 1.50
```
Positions in Å, forces in eV/Å.

Values from the calculation:
**Net charge**: +1
**ΔE to the lowest compared entry with this formula, charge and spin**: 5.1774 eV
**LUMO energy (spin up / spin down)**: -4.2 / -3.7 eV
**Highest occupied orbital energy (spin up / spin down)**: -0.449 / -0.433 hartree
**Kohn-Sham gap (spin up / spin down)**: 7.965 / 8.111 eV

These are the Mulliken partial charges, in e, on atoms 1 to 5: C -0.535; C 0.441; C 0.599; C -0.588; C -0.300

[2]
This record from the OMol25 dataset describes a 2-piece molecular cluster, C6H10IN overall at a distorted geometry. The level of theory is ωB97M-V/def2-TZVPD.

```
18
Properties=species:S:1:pos:R:3:forces:R:3
C -1.61808 2.82327 0.04734 0.64 -0.49 0.00
C -0.30225 2.14735 -0.35376 -0.76 0.81 0.23
I 1.63757 2.69714 0.46267 -1.35 -0.36 -0.55
C -0.33911 1.18595 -1.22792 1.80 -2.16 -1.39
N -0.15913 0.37373 -2.14112 -0.33 2.29 0.37
H -2.20025 3.29224 -0.74766 -0.05 -0.91 -0.48
H -2.18553 2.18577 0.72121 -0.34 -0.10 -0.31
H -1.42296 3.68542 0.59753 0.76 1.42 1.37
H -0.06182 -0.61983 -2.10883 -0.32 -0.49 0.70
C -0.60673 -1.57614 0.82742 -1.40 1.08 -0.45
C 0.61227 -1.97955 0.95885 2.73 -2.04 2.75
C 1.76654 -2.29227 0.04460 0.89 1.94 -1.63
H -1.25604 -1.40141 1.67645 0.06 -0.27 -0.01
H -0.98103 -1.26832 -0.11713 -0.50 0.22 -0.77
H 0.87342 -2.30596 1.99637 -0.21 0.52 -0.61
H 1.47022 -3.10982 -0.66232 0.61 0.67 0.50
H 2.03823 -1.30535 -0.57968 -0.59 -2.22 1.04
H 2.73469 -2.53220 0.60597 -1.62 0.09 -0.76
```
Positions in Å, forces in eV/Å.

Values from the calculation:
**SMILES string**: CC(I)=C=N.C=CC
**ΔE to the lowest compared entry with this formula, charge and spin**: 2.3612 eV
**LUMO energy**: -0.2 eV
**Highest occupied orbital energy**: -0.309 hartree
**Kohn-Sham gap**: 8.184 eV

These are the Mulliken partial charges, in e, on atoms 1 to 5: C -0.989; C -0.263; I 0.029; C 0.480; N -0.515

- The highest ΔE to the lowest compared entry with this formula, charge and spin belongs to which entry?
  C6H10FN2